[1]
The following is a quantum chemistry calculation of a single C33H34N4O4 molecule in a non-equilibrium geometry, from the OMol25 dataset.

```
75
Properties=species:S:1:pos:R:3:lowdin_charge:R:1
N -5.589 -2.464 0.030 0.19
C -5.596 -1.150 0.328 -0.56
O -5.879 -0.306 -0.500 0.04
C -5.252 -0.802 1.767 -0.04
H -6.111 -0.273 2.184 0.13
H -5.068 -1.700 2.355 0.12
C -4.029 0.129 1.865 -0.25
N -4.234 1.304 1.047 0.12
C -3.494 2.418 1.227 -0.48
O -2.883 2.658 2.248 0.07
C -3.470 3.302 -0.015 -0.04
C -2.714 2.523 -1.060 -0.17
C -3.398 1.908 -2.079 -0.04
C -2.738 1.121 -3.033 -0.07
C -1.385 0.958 -2.969 -0.04
C -0.639 1.566 -1.937 -0.16
C 0.762 1.419 -1.864 -0.04
C 1.476 1.987 -0.848 -0.08
C 0.814 2.717 0.148 -0.06
C -0.540 2.898 0.096 -0.01
C -1.308 2.342 -0.951 -0.10
H -1.027 3.459 0.876 0.10
H 1.388 3.146 0.956 0.10
H 2.552 1.890 -0.804 0.08
H 1.262 0.856 -2.641 0.11
H -0.868 0.356 -3.702 0.11
H -3.311 0.643 -3.812 0.11
H -4.469 2.028 -2.159 0.12
H -4.489 3.495 -0.353 0.13
H -2.985 4.249 0.220 0.12
H -4.691 1.138 0.157 0.10
C -2.737 -0.546 1.450 -0.16
C -2.558 -1.046 0.181 0.06
C -1.373 -1.686 -0.190 -0.08
C -0.252 -1.709 0.673 -0.14
N 0.976 -2.148 0.297 -0.07
C 1.873 -2.818 1.210 -0.14
H 1.427 -2.866 2.202 0.12
C 3.236 -2.132 1.250 -0.14
C 3.838 -2.153 -0.153 -0.31
C 2.858 -1.456 -1.093 -0.13
C 1.466 -2.096 -1.058 -0.15
H 0.796 -1.478 -1.658 0.11
H 1.493 -3.103 -1.495 0.13
H 2.764 -0.411 -0.794 0.09
H 3.226 -1.489 -2.119 0.13
C 5.241 -1.519 -0.207 -0.12
C 5.244 -0.043 0.076 -0.24
C 5.312 0.436 1.379 -0.05
C 5.283 1.796 1.636 -0.08
C 5.196 2.700 0.591 -0.10
C 5.148 2.236 -0.712 -0.10
C 5.171 0.875 -0.965 -0.06
H 5.135 0.521 -1.986 0.12
H 5.090 2.935 -1.534 0.11
H 5.172 3.761 0.791 0.10
H 5.332 2.151 2.655 0.10
H 5.398 -0.261 2.200 0.11
H 5.657 -1.694 -1.201 0.12
H 5.876 -2.031 0.520 0.12
H 3.942 -3.200 -0.465 0.15
H 3.885 -2.654 1.956 0.12
H 3.115 -1.100 1.584 0.12
H 2.004 -3.849 0.852 0.13
C -0.460 -1.174 1.962 0.01
C -1.661 -0.632 2.340 0.00
H -1.769 -0.224 3.335 0.12
H 0.361 -1.154 2.660 0.11
N -1.449 -2.470 -1.374 -0.35
O -0.759 -3.478 -1.442 0.06
O -2.267 -2.162 -2.225 0.06
H -3.342 -1.004 -0.560 0.11
H -3.922 0.469 2.902 0.15
H -5.285 -3.167 0.679 0.11
H -5.762 -2.739 -0.925 0.12
```

- Highest occupied orbital energy: -7.8851 eV
- Relative energy (zero: lowest compared OMol25 entry of this formula, charge and spin): 19.9 kcal/mol
- LUMO: -0.114 eV
- SMILES: NC(=O)C[C@H](NC(=O)Cc1cccc2ccccc12)c1ccc(N2CCC(Cc3ccccc3)CC2)c([N+](=O)[O-])c1
- Total energy: -48923.221 eV

---

[2]
The following is a quantum chemistry calculation of a molecular structure, C33H35AlN5P2Se2 in a non-equilibrium geometry, from the OMol25 dataset.

```
78
Properties=species:S:1:pos:R:3:lowdin_charge:R:1
Al 10.300 7.814 8.230 0.00
Se 14.100 7.871 13.353 0.35
P 12.208 8.680 13.629 0.53
C 12.281 10.391 14.194 -0.36
C 11.029 11.013 14.380 -0.08
C 10.970 12.321 14.897 -0.09
C 12.149 12.964 15.145 -0.09
C 13.413 12.382 14.959 -0.05
C 13.463 11.066 14.512 -0.10
C 11.396 7.803 15.070 -0.33
C 10.017 7.727 15.144 -0.11
C 9.483 7.097 16.218 -0.07
C 10.316 6.492 17.157 -0.09
C 11.656 6.598 17.101 -0.08
C 12.195 7.226 16.015 -0.12
C 11.195 8.471 12.096 -0.37
C 10.992 9.017 10.829 -0.35
N 10.177 8.142 10.164 -0.12
N 9.979 7.046 11.007 0.01
N 10.589 7.259 12.134 0.02
P 11.444 10.481 9.806 0.74
Se 10.740 10.197 7.783 0.62
C 13.240 10.666 9.671 -0.35
C 13.853 11.029 8.487 -0.10
C 15.141 11.492 8.553 -0.06
C 15.767 11.605 9.781 -0.07
C 15.161 11.309 10.961 -0.04
C 13.851 10.824 10.894 -0.11
C 10.770 11.905 10.745 -0.32
C 11.511 13.033 11.146 -0.04
C 10.856 13.959 11.920 -0.08
C 9.533 13.891 12.289 -0.08
C 8.852 12.722 12.007 -0.07
C 9.479 11.727 11.214 -0.10
H 10.148 10.565 13.962 0.09
H 9.965 12.719 14.974 0.11
H 11.998 13.982 15.500 0.11
H 14.294 12.974 15.175 0.11
H 14.410 10.604 14.319 0.06
H 9.434 8.170 14.397 0.08
H 8.422 7.046 16.401 0.11
H 9.863 6.021 18.021 0.11
H 12.261 6.110 17.846 0.12
H 13.290 7.305 15.952 0.07
H 13.333 11.004 7.551 0.06
H 15.644 11.809 7.652 0.12
H 16.780 11.958 9.777 0.11
H 15.638 11.467 11.947 0.13
H 13.332 10.531 11.766 0.05
H 12.524 13.164 10.838 0.11
H 11.426 14.841 12.197 0.12
H 9.052 14.739 12.705 0.11
H 7.829 12.548 12.352 0.11
H 8.917 10.763 11.037 0.11
C 10.834 6.810 6.794 -0.24
H 11.834 6.818 6.382 -0.08
H 10.397 5.825 6.614 -0.08
C 6.264 7.405 6.640 -0.05
C 7.805 7.492 6.691 -0.14
N 8.176 7.535 8.114 -0.22
C 7.483 8.635 8.799 -0.12
C 5.999 8.099 8.961 -0.05
N 5.795 6.964 7.997 -0.10
C 6.535 5.706 8.430 -0.02
C 7.990 6.172 8.781 -0.07
H 5.933 6.743 5.853 0.14
H 5.857 8.394 6.412 0.14
H 8.163 8.454 6.270 0.13
H 8.377 6.766 6.158 0.10
H 7.477 9.557 8.262 0.11
H 7.883 8.703 9.852 0.13
H 5.156 8.845 8.672 0.17
H 5.787 7.692 9.921 0.12
H 4.800 6.776 7.952 0.18
H 6.447 5.083 7.557 0.13
H 5.920 5.268 9.230 0.14
H 8.783 5.498 8.460 0.12
H 8.130 6.318 9.880 0.11
```

- Highest occupied orbital energy: -8.2242 eV
- Relative energy (zero: lowest compared OMol25 entry of this formula, charge and spin): 20.0 kcal/mol
- LUMO: -3.000 eV
- Total energy: -198099.182 eV
- Total charge: +1

---

Question: Which of these has the lowest highest occupied orbital energy?
Answer: C33H35AlN5P2Se2